Entry 1:
The following is a DFT calculation (ωB97M-V with the def2-TZVPD basis set) of a cluster of 6 separate species, C9H23Cl4N2O17 in total in a non-equilibrium geometry.

## Properties
ΔE to the lowest compared entry with this formula, charge and spin = 267.5 kJ/mol
LUMO energy = 3.554 eV

Structure (ORCA input):
```
! RIJCOSX wB97M-V def2-TZVPD def2/J DEFGRID3
* xyz -3 1
Cl -0.0602 6.3935 -4.7406
Cl -3.8692 -1.0576 -7.0418
Cl 0.8615 6.5030 3.1651
Cl -7.0949 4.3549 -1.3677
O -0.0660 7.5205 2.9758
O 0.4457 7.1830 -5.8068
O 2.0376 6.8071 2.4432
O -6.6159 3.2728 -0.6044
O -4.7324 -1.4480 -5.9435
O -4.4894 0.1210 -7.6332
O -0.4209 7.3187 -3.6777
O -8.4351 4.6911 -0.8512
O 1.3079 6.3773 4.5234
O -2.6167 -0.6408 -6.4082
O -6.1628 5.4402 -1.1841
O -3.7982 -2.2389 -7.8863
O 0.1896 5.3597 2.6397
O 1.4074 -2.8019 -0.3309
O 0.9132 5.4846 -4.1930
O -1.3081 5.7284 -5.1304
O -7.2336 4.0419 -2.7610
N 1.5494 -2.5879 1.0284
N -1.2122 1.4363 -1.1780
C 3.3511 -0.8841 0.8079
C -0.8457 -3.3210 1.4370
C 4.0194 -3.2062 1.1108
C 2.1924 -2.9047 3.8760
C 1.1489 -4.9607 1.7147
C 0.6891 -3.5032 1.7931
C 3.0118 -1.9655 2.9823
C 2.8952 -2.2022 1.4794
C 0.7608 -3.0725 3.3447
H 2.7011 -3.8621 3.7638
H 0.8479 -5.3169 0.7295
H 2.6159 -0.1316 1.0929
H -2.0572 1.2200 -1.6873
H 0.7061 -5.6481 2.4355
H 2.2225 -5.0742 1.5645
H 3.3031 -0.9040 -0.2809
H -1.1675 -3.6459 0.4475
H 4.3234 -0.5371 1.1577
H -0.6744 0.6086 -0.9643
H 0.2190 -2.1472 3.5406
H -1.2972 2.0352 -0.3692
H 3.9705 -2.2118 3.4390
H 0.3318 -3.8660 3.9565
H -1.1775 -2.2882 1.3310
H 2.2755 -2.5800 4.9132
H -0.5836 1.9736 -1.7579
H 1.4872 -3.7585 -0.3236
H -1.6525 -3.7867 2.0029
H 4.1137 -4.0263 1.8226
H 4.9957 -2.7525 1.2820
H 2.7095 -0.9477 3.2286
H 3.9673 -3.5916 0.0926
*
```



Entry 2:
The following is a DFT calculation (ωB97M-V with the def2-TZVPD basis set) of an isolated molecule of C11H12N2O in a non-equilibrium geometry.

## Properties
Structure (SMILES) = O=C1Nc2ccccc2N2CCC[C@@H]12
ΔE to the lowest compared entry with this formula, charge and spin = 33.0 kJ/mol
LUMO energy = 0.854 eV

Structure (ORCA input):
```
! RIJCOSX wB97M-V def2-TZVPD def2/J DEFGRID3
* xyz 0 1
O -1.9298 -0.1275 -2.4535
N -0.3427 0.8606 0.6224
N -0.5139 -1.3245 -1.1122
C 0.2269 2.2276 0.5285
C 0.5114 -0.2438 0.8002
C -0.4636 2.8613 -0.6538
C 1.1679 -2.5010 0.1865
C -1.8487 2.1622 -0.6480
C 0.4533 -1.3680 -0.0549
C 1.4996 -0.2426 1.7811
C 2.2285 -2.4968 1.1498
C -1.3394 -0.2589 -1.3803
C -1.5373 0.7374 -0.2261
C 2.3810 -1.3606 1.9113
H -2.3457 0.2505 0.3984
H 0.0678 2.4880 -1.5430
H 3.1723 -1.3621 2.6555
H 1.0087 -3.3238 -0.4589
H -2.3198 2.2756 -1.6087
H -0.0506 2.8131 1.3843
H -0.5035 -2.0535 -1.7597
H -0.4573 3.9856 -0.6839
H 2.8396 -3.3975 1.2969
H 1.3239 2.3017 0.4915
H -2.5850 2.5686 0.0319
H 1.6063 0.6213 2.4869
*
```



Entry 3:
The following is a DFT calculation (ωB97M-V with the def2-TZVPD basis set) of a cluster of 16 separate species, C42H65Cl45N3O4Si in total in a non-equilibrium geometry.

## Properties
LUMO energy = -2.532 eV

Structure (ORCA input):
```
! RIJCOSX wB97M-V def2-TZVPD def2/J DEFGRID3
* xyz 1 1
Cl -1.5715 6.5769 5.5849
Cl -0.2754 8.8411 6.8702
Cl -0.1026 -8.8287 -1.1987
Cl 4.7646 -6.9005 10.7996
Cl 4.3283 -4.0255 10.7236
Cl 1.2990 -5.7124 2.1777
Cl -13.9100 -0.7577 -7.8174
Cl 1.3320 6.7879 5.5787
Cl -6.8301 -1.3636 -5.7330
Cl -9.2497 -1.4202 -7.3464
Cl 0.6880 -8.3072 -3.9501
Cl 1.8907 -5.2652 5.6424
Cl -5.9305 2.2364 -4.7397
Cl -0.9833 10.9736 2.8086
Cl 0.7167 6.4731 -2.1566
Cl 2.0943 -5.8458 10.3235
Cl -13.1662 -3.2538 -9.1142
Cl 1.9272 6.6769 0.4807
Cl -13.0858 2.9264 -5.5071
Cl 2.2277 -8.1635 5.3298
Cl -6.4152 4.2797 4.0517
Cl -12.5082 -0.7115 -10.3664
Cl 4.6562 5.2497 6.4929
Cl -0.8593 -10.6848 -3.3077
Cl 1.2152 -0.1899 -7.0184
Cl 4.1105 -0.0308 -6.8186
Cl -7.4478 4.2405 -3.2806
Cl 1.0794 -8.5222 1.4548
Cl 4.0230 6.5519 9.0175
Cl 1.3045 9.2115 3.1661
Cl -7.2191 0.6004 -7.8435
Cl -4.3219 -10.5209 -3.7129
Cl -11.3375 4.9829 -4.4217
Cl -4.1128 2.7660 3.1234
Cl 0.2616 9.7099 0.5025
Cl 2.4893 -0.1979 -4.4024
Cl 3.6056 6.6925 -1.8952
Cl -5.9449 -12.9086 -4.0693
Cl -8.8349 2.1161 -4.7024
Cl 3.7245 -6.7263 7.3621
Cl -10.7697 3.8154 -7.0254
Cl -5.0888 -11.3732 -6.3867
Cl 2.3457 4.3862 8.0392
Cl -6.7786 1.6310 2.9051
Cl 3.6922 -7.2438 1.5504
Si -3.5931 2.0603 -1.2096
O 2.3012 -4.1112 -3.0082
O 5.1239 2.5137 1.1191
O -2.1133 2.5441 -0.3640
O 6.2118 2.1842 -0.8464
N 1.5077 1.4630 -0.4417
N 3.8593 1.5295 -0.7097
N 2.7523 2.7069 1.2630
C -7.4252 3.1832 -4.6980
C -5.7133 2.6668 3.8668
C 1.1001 -4.3011 -2.2242
C 1.8734 0.1665 4.7093
C 5.1598 1.5943 -0.0191
C -12.7077 -1.5685 -8.8315
C 3.3576 5.7642 7.5806
C -12.0419 4.3010 -5.8951
C -7.5155 -1.0684 -7.3375
C 4.4243 2.3103 -4.2551
C 4.0228 2.2375 1.9751
C -4.6733 3.6137 -1.5779
C 3.4561 -4.7556 -2.4194
C -3.1943 1.2570 -2.9269
C 2.6381 -0.6947 -6.0984
C 5.2948 3.0216 -3.0981
C -4.6568 -11.9101 -4.7571
C 0.5041 -2.0025 3.6772
C 3.6314 -5.5913 11.1636
C 4.4771 -3.6922 -1.7250
C 2.4870 -2.3727 5.4206
C 5.7556 0.2151 0.5224
C 4.0629 -3.3045 -0.2109
C 2.2006 -6.8053 6.4698
C 0.7738 -0.4745 3.8140
C -0.1950 7.6871 5.5329
C 2.0743 -7.3015 2.2630
C 2.7442 -0.8271 5.5550
C 2.6910 1.8867 0.0617
C 1.4064 -2.9952 4.4959
C 0.5366 10.4031 2.1058
C 5.3707 -1.0774 -0.3350
C -1.0526 1.6728 -0.8823
C 2.1234 6.0598 -1.1659
C 3.6670 2.1401 4.6585
C 0.1720 1.7557 0.1512
C 4.0504 3.0453 3.3751
C -4.5650 0.7857 -0.1482
C 3.9021 -1.6966 -0.0074
C -0.5632 -8.9891 -2.9007
C 2.1057 1.7652 4.7710
C 6.0468 1.8502 -2.2400
H 4.4697 -2.7606 -2.3921
H -0.0174 0.9792 0.9916
H 6.1088 3.6375 -3.6424
H -2.6663 0.2521 -2.6987
H 5.1146 3.4424 3.5219
H 5.4675 -0.9681 -1.4666
H 3.6013 -1.4562 1.0677
H -11.7543 -1.5567 -8.3071
H -5.2197 0.1338 -0.8252
H 5.5366 -4.1401 -1.8142
H -5.6051 2.2246 4.8554
H 1.4243 2.3078 4.0305
H 4.3070 2.9867 -5.1860
H 1.2206 -4.1377 4.3995
H 3.3364 3.9347 3.2524
H -7.0266 -1.7338 -8.0466
H 4.3181 1.1828 4.6468
H -5.6943 3.2293 -1.9415
H 3.9371 2.7490 5.5997
H -4.1945 4.2058 -2.4372
H 2.7008 -1.7810 -6.1317
H -3.7901 0.0933 0.3525
H 5.0246 1.3937 -4.6327
H -2.3778 1.9311 -3.3949
H 1.5109 0.8948 -1.3130
H 1.1360 -5.1752 -1.4907
H 3.5368 -0.3944 6.2472
H 3.2208 -5.6238 -1.7200
H 2.1766 -7.5845 3.3115
H -4.1082 1.1369 -3.5989
H 3.8429 1.1363 2.2246
H 4.8843 -3.7338 0.4829
H 5.5308 -0.0201 1.6266
H -3.7536 -12.5140 -4.8236
H -4.7297 4.2764 -0.6479
H 3.4219 1.9140 -3.8630
H -7.4629 3.8051 -5.5908
H 0.7479 -3.3668 -1.6573
H 3.1400 -1.3758 -0.8023
H 5.6060 0.8191 -2.4586
H 3.4400 -5.5923 12.2351
H 2.7356 6.4844 7.0459
H 2.0103 2.4899 1.9461
H 3.0950 -3.8520 0.0525
H 6.9091 0.3122 0.4781
H 4.6938 3.7350 -2.4332
H 7.1158 1.8243 -2.6888
H 1.7327 2.0732 5.8234
H -1.4532 0.5969 -0.8406
H 0.1128 0.2316 3.2093
H 1.3939 -6.9755 7.1812
H 3.7252 0.7319 -1.3390
H -1.4853 -8.4326 -3.0604
H -0.2366 8.2424 4.5964
H -0.3104 -2.3918 2.9677
H 6.1180 -1.9108 -0.0345
H 4.0579 -5.2083 -3.3004
H 2.2017 4.9751 -1.1179
H -5.1852 1.2526 0.6957
H -12.6488 5.0686 -6.3717
H 0.2392 2.7697 0.7035
H 3.1484 -3.0802 6.0253
H 0.2563 -4.5517 -2.9781
H 1.2075 11.2540 2.0029
H -0.6845 1.9928 -1.9156
*
```



Entry 4:
The following is a DFT calculation (ωB97M-V with the def2-TZVPD basis set) of a structure of composition AgClH6O3 in a non-equilibrium geometry.

## Properties
Expectation value of S² = 0.756
ΔE to the lowest compared entry with this formula, charge and spin = 296.1 kJ/mol
LUMO energy (spin up / spin down) = -5.966 / -10.429 eV

Structure (ORCA input):
```
! RIJCOSX wB97M-V def2-TZVPD def2/J DEFGRID3
* xyz 1 2
Ag 14.7384 -6.5303 -7.5612
Cl 13.0936 -6.9998 -6.5352
O 11.3240 -8.4671 -5.4388
O 13.6496 -8.6119 -4.4497
O 11.0267 -7.1483 -8.1945
H 11.3183 -6.9927 -9.0928
H 13.0860 -8.0404 -4.9711
H 10.4496 -8.1084 -5.2866
H 14.5371 -8.3000 -4.6266
H 11.8238 -7.0829 -7.6686
H 11.8080 -7.7521 -5.8520
*
```



Entry 5:
The following is a DFT calculation (ωB97M-V with the def2-TZVPD basis set) of a structure of composition C19AuF24GeSSb.

## Properties
Expectation value of S² = 0.756
ΔE to the lowest compared entry with this formula, charge and spin = 27.4 kJ/mol
LUMO energy (spin up / spin down) = 1.815 / -0.237 eV

Structure (ORCA input):
```
! RIJCOSX wB97M-V def2-TZVPD def2/J DEFGRID3
* xyz -1 2
Au -2.1353 -0.2408 -1.7584
Sb -2.6802 -0.6837 -5.2841
Ge 0.5167 0.5507 0.1141
S -0.4475 1.3225 -1.6785
F -3.6891 -1.4074 0.3339
F 2.3726 0.1824 2.4579
F -2.4312 -1.8891 -3.7918
F -1.0153 0.0757 -4.7834
F -3.4755 1.7104 3.2786
F -3.5225 0.4681 -4.0105
F -1.7297 2.1645 1.2855
F 5.1300 -1.8602 -1.0818
F -0.2432 -2.3299 -0.6236
F 3.7042 0.2305 -0.2393
F -4.9184 -0.6815 -1.2899
F -1.5324 -2.5100 4.0070
F 0.9853 3.7514 -0.2903
F 4.0791 4.4901 3.1272
F -4.3429 -1.4842 -5.6733
F 1.2022 -4.4151 -1.4773
F -3.3834 -0.6318 4.6488
F 2.5734 5.4130 1.0729
F 0.1962 -2.0771 2.0238
F -4.0695 0.7070 0.1229
F -2.9151 0.6156 -6.6288
F 3.9680 1.8645 3.8284
F 3.9002 -4.1975 -1.7131
F -1.8307 -1.8724 -6.4747
C 3.2925 3.6554 2.4551
C 1.0835 -2.1788 -0.7272
C -1.6860 0.9857 1.9158
C 2.4105 1.4739 2.0900
C 3.0431 -0.9038 -0.5220
C 1.8063 -3.2704 -1.1716
C -0.7462 0.0427 1.5345
C 3.1822 -3.1621 -1.2907
C 1.6703 -0.9731 -0.3756
C -2.5351 -0.4124 3.6496
C -2.5816 0.7803 2.9492
C -0.7129 -1.1261 2.2763
C 2.5240 4.1220 1.4035
C -1.5913 -1.3699 3.3182
C 3.8058 -1.9711 -0.9653
C -3.8112 -0.4133 -0.5833
C 1.6368 1.8964 1.0228
C 3.2362 2.3166 2.8095
C 1.7070 3.2424 0.7090
*
```



The records above give, respectively, calculated total energy values of -97550.6687; -16629.7147; -628639.7576; -22747.7367; -162508.2969 eV.